Formula: C5H8O3
Source: OMol25
Level of theory: wB97M-V/def2-TZVPD

Last column: natural (NBO) charge in e.
Atoms and positions in Å:
C: -0.9079 0.0683 0.8255  0.980
C: -0.6729 0.0490 -1.6395  -0.055
C: 0.5980 -0.6288 -1.3176  -0.511
C: 1.8891 -0.2318 -0.4381  -0.397
C: 1.3507 0.6618 0.6368  -0.084
H: -1.5210 -0.8392 -1.7795  0.212
H: -0.7825 0.9081 -2.3636  0.217
H: 1.1742 -1.0806 -2.1851  0.241
H: 0.1803 -1.5661 -0.9367  0.228
H: 2.2602 -1.3518 0.0512  0.225
H: 2.7024 0.4099 -0.8855  0.229
H: 2.0409 0.8143 1.5147  0.201
H: 1.0228 1.4831 0.1755  0.185
O: -1.7789 -0.6380 1.2523  -0.595
O: -1.0546 0.7007 -0.3242  -0.588
O: 0.2561 0.1511 1.3227  -0.488

Results
Relative energy (zero: lowest compared OMol25 entry of this formula, charge and spin): 3.051 eV
E_tot: -420.94394 Ha
Multiplicity: 1
LUMO level: 0.64 eV